Entry 1:
Molecular formula: C9H16ClErNOSr
Method: DFT, ωB97M-V/def2-TZVPD

Properties
Charge = -2
E_LUMO (spin up / spin down) = 4.929 / 4.651 eV
Spin multiplicity = 5
Highest occupied orbital energy (spin up / spin down) = 0.02665 / -0.01307 hartree
<S²> = 6.189
Gap between HOMO and LUMO (spin up / spin down) = 4.20 / 5.01 eV

Atoms and positions in Å:
Er 0.720 0.380 -4.591
Cl 0.720 1.812 -3.021
C -0.961 0.154 -5.564
C 2.401 -0.568 -4.905
H -0.893 -0.598 -6.359
H -1.769 -0.146 -4.883
H -1.278 1.101 -6.021
H 2.334 -1.291 -5.726
H 2.719 -1.109 -4.004
H 3.209 0.138 -5.141
Sr -0.156 -0.067 0.098
C -1.682 1.216 -0.572
C -0.632 -1.796 0.627
H -2.198 0.752 -1.429
H -2.438 1.346 0.220
H -1.325 2.209 -0.879
H 0.084 -2.555 0.973
H -1.662 -2.178 0.621
O 1.248 1.097 1.866
N 0.740 0.655 3.025
C -0.580 1.117 3.430
C -1.033 0.556 4.757
C -0.278 -0.293 5.465
C 1.043 -0.716 4.973
C 1.508 -0.253 3.809
H -1.321 0.834 2.654
H -2.003 0.854 5.143
H -0.641 -0.675 6.414
H 1.640 -1.406 5.561
H 2.485 -0.572 3.459

Atoms 1-6, force components in eV/Å:
Er 0.034 0.484 0.203
Cl 0.156 5.514 6.048
C -6.834 -1.299 -4.227
C 6.813 -4.223 -1.565
H -0.290 -0.179 -0.333
H -0.153 -0.048 0.007

=====

Entry 2:
Molecular formula: C15H20FNO7S
Method: DFT, ωB97M-V/def2-TZVPD

Properties
E_LUMO = 0.260 eV
Spin multiplicity = 1
Highest occupied orbital energy = -0.33163 hartree
Gap between HOMO and LUMO = 9.28 eV

Atoms and positions in Å:
C -4.816 -3.049 2.830
O -3.909 -2.171 2.174
C -4.472 -1.375 1.244
O -5.654 -1.362 1.037
C -3.460 -0.479 0.621
C -2.110 -0.787 0.739
C -1.126 -0.013 0.158
N 0.249 -0.342 0.297
C 1.056 -0.611 -0.772
O 0.657 -0.665 -1.910
C 2.536 -0.774 -0.422
C 3.254 0.537 -0.690
C 4.707 0.460 -0.269
S 5.622 1.941 -0.656
C 4.864 3.200 0.351
O 6.963 1.749 -0.174
O 5.378 2.275 -2.033
O 3.148 -1.754 -1.204
C 2.612 -3.043 -1.008
C -1.520 1.103 -0.560
F -0.590 1.890 -1.105
C -2.845 1.438 -0.714
C -3.833 0.652 -0.124
O -5.135 0.958 -0.209
C -5.535 1.952 -1.133
H -4.228 -3.621 3.542
H -5.589 -2.488 3.354
H -5.292 -3.721 2.117
H -1.813 -1.668 1.288
H 0.644 -0.356 1.222
H 2.631 -1.042 0.648
H 3.190 0.752 -1.757
H 2.738 1.346 -0.165
H 4.844 0.291 0.802
H 5.237 -0.319 -0.817
H 5.459 4.095 0.188
H 3.843 3.352 0.012
H 4.914 2.887 1.391
H 3.210 -3.733 -1.599
H 2.669 -3.340 0.047
H 1.574 -3.101 -1.347
H -3.086 2.324 -1.281
H -6.618 1.899 -1.182
H -5.247 2.953 -0.803
H -5.122 1.759 -2.126

Atoms 1-6, force components in eV/Å:
C -0.193 -0.198 0.147
O 0.211 -0.164 -0.060
C -0.049 0.577 0.362
O -0.137 -0.208 -0.194
C 0.053 -0.222 -0.039
C 0.016 0.041 -0.081

=====

Entry 3:
Molecular formula: C6H13N2O
Method: DFT, ωB97M-V/def2-TZVPD

Properties
Charge = +1
E_LUMO = -4.900 eV
Spin multiplicity = 1
Highest occupied orbital energy = -0.48215 hartree
Gap between HOMO and LUMO = 8.22 eV

Atoms and positions in Å:
C -1.053 -0.765 -0.023
C 0.536 1.263 0.698
C 1.414 0.269 0.000
C 1.690 0.367 -1.397
C 2.110 -0.757 0.849
C -2.921 0.872 0.058
N -1.599 0.435 0.107
N -1.702 -1.903 -0.320
O -0.685 1.506 0.105
H 0.505 1.054 1.717
H 1.039 2.222 0.487
H 2.634 0.887 -1.454
H 1.105 1.216 -1.785
H 1.619 -0.531 -1.911
H 1.388 -0.886 1.630
H 3.085 -0.238 1.024
H 2.514 -1.689 0.395
H -3.088 1.245 1.023
H -2.921 1.591 -0.755
H -3.385 -0.064 -0.193
H -1.111 -2.627 0.009
H -2.745 -1.884 -0.154

Atoms 1-6, force components in eV/Å:
C 1.231 2.302 -0.422
C 1.518 0.578 -1.841
C -1.742 -3.186 0.833
C -0.759 3.614 0.143
C 0.622 1.148 -1.366
C 0.511 -0.150 -1.289

=====

Entry 4:
Molecular formula: C22H25F5NO2TeV
Method: DFT, ωB97M-V/def2-TZVPD

Properties
Charge = -1
E_LUMO (spin up / spin down) = 2.187 / 2.186 eV
Spin multiplicity = 4
Highest occupied orbital energy (spin up / spin down) = -0.07413 / -0.17956 hartree
<S²> = 3.782
Gap between HOMO and LUMO (spin up / spin down) = 4.20 / 7.07 eV

Atoms and positions in Å:
C -2.995 -0.911 0.128
C -2.514 -0.035 -0.869
C -1.275 -0.527 -1.304
H -3.063 0.757 -1.362
C -0.930 -1.680 -0.499
C -2.043 -1.948 0.321
H -0.042 -2.291 -0.609
C -1.873 1.934 2.524
C -2.488 2.095 1.231
C -1.437 2.283 0.280
H -3.564 2.155 0.994
C -0.191 2.184 0.952
C -0.462 2.070 2.358
H -0.617 -0.062 -2.028
H -2.144 -2.816 0.929
H -3.994 -0.928 0.483
H 0.248 2.129 3.176
H -1.494 2.501 -0.789
H -2.416 1.851 3.462
V -1.166 0.093 1.205
C 1.145 2.067 0.256
C 2.144 2.448 1.359
C 1.201 2.961 -0.987
H 1.902 3.458 1.732
H 3.190 2.430 1.050
H 2.025 1.759 2.210
H 1.013 4.026 -0.799
H 0.488 2.655 -1.763
H 2.192 2.874 -1.466
C 1.222 0.597 -0.221
C 1.927 -0.370 0.667
H 1.400 0.591 -1.308
H 0.195 0.136 -0.250
O 1.219 -0.784 1.673
N 3.160 -0.858 0.192
C 3.095 -1.984 -0.820
H 3.887 -0.912 0.929
C 2.297 -1.690 -2.117
C 1.502 -2.684 -2.721
H 1.434 -3.678 -2.247
C 0.822 -2.423 -3.921
H 0.225 -3.213 -4.371
C 0.889 -1.179 -4.547
H 0.370 -0.986 -5.486
C 1.644 -0.171 -3.930
H 1.677 0.834 -4.354
C 2.422 -0.445 -2.786
H 3.078 0.341 -2.347
H 2.627 -2.871 -0.331
H 4.114 -2.307 -1.126
F -3.989 -0.315 2.767
Te -2.843 -1.354 3.894
F -4.357 -1.658 4.993
F -1.782 -2.441 5.025
F -2.415 0.198 4.911
F -3.294 -2.894 2.857
O -1.365 -1.013 2.799

Atoms 1-6, force components in eV/Å:
C 0.240 -0.696 -0.559
C 0.156 -1.025 -0.711
C 0.341 -0.421 0.688
H 0.093 0.090 0.383
C -0.780 0.108 -0.843
C 0.322 0.410 -0.848

=====

Entry 5:
Molecular formula: C3H8N2O
Method: DFT, ωB97M-V/def2-TZVPD

Properties
E_LUMO = 1.125 eV
Spin multiplicity = 1
Highest occupied orbital energy = -0.33501 hartree
Gap between HOMO and LUMO = 10.24 eV

Atoms and positions in Å:
C 0.581 1.579 2.390
O 0.864 1.129 1.048
N -0.100 0.267 0.688
C 0.314 -0.275 -0.400
C -0.499 -1.295 -1.087
N -0.366 -1.046 -2.558
H 0.564 0.693 3.086
H -0.503 2.015 2.370
H 1.403 2.287 2.698
H 1.206 0.100 -0.857
H -0.128 -2.340 -0.905
H -1.570 -1.251 -0.628
H -0.825 -0.163 -2.828
H -0.943 -1.699 -3.017

Atoms 1-6, force components in eV/Å:
C -1.137 0.041 0.136
O 0.972 1.968 2.260
N 0.255 -1.591 -1.875
C -1.459 -0.060 0.971
C -1.377 -0.518 -0.227
N -0.403 1.006 0.992

=====

Entry 6:
Molecular formula: C20H18ClN3O3S
Method: DFT, ωB97M-V/def2-TZVPD

Properties
E_LUMO = 0.490 eV
Spin multiplicity = 1
Highest occupied orbital energy = -0.28956 hartree
Gap between HOMO and LUMO = 8.37 eV

Atoms and positions in Å:
O 2.757 -1.455 4.291
C 1.856 -2.246 4.490
N 0.746 -2.396 3.707
C 0.401 -1.713 2.543
C 1.195 -0.722 1.975
C 0.782 -0.081 0.825
C -0.418 -0.395 0.184
N -0.823 0.211 -1.004
C -2.053 0.982 -1.012
C -2.606 1.010 -2.435
N -1.618 1.558 -3.342
C -1.829 2.783 -3.883
O -2.818 3.449 -3.623
C -0.840 3.293 -4.861
C -0.415 4.587 -4.946
C 0.415 4.829 -6.061
C 0.586 3.723 -6.830
S -0.249 2.360 -6.202
C -0.363 0.850 -3.292
C 0.172 0.825 -1.852
C -1.184 -1.420 0.755
Cl -2.637 -1.970 -0.014
C -0.795 -2.057 1.915
C 1.864 -3.163 5.640
C 2.797 -3.302 6.635
C 2.319 -4.321 7.486
C 1.133 -4.729 6.952
O 0.846 -4.039 5.840
H 0.083 -3.098 4.007
H 2.126 -0.452 2.445
H 1.407 0.699 0.419
H -1.859 2.016 -0.681
H -2.782 0.537 -0.338
H -2.845 -0.009 -2.754
H -3.497 1.636 -2.489
H -0.688 5.334 -4.222
H 0.854 5.784 -6.282
H 1.149 3.618 -7.735
H -0.528 -0.179 -3.629
H 0.372 1.323 -3.940
H 0.400 1.859 -1.541
H 1.087 0.232 -1.825
H -1.418 -2.840 2.322
H 3.702 -2.739 6.728
H 2.789 -4.698 8.370
H 0.427 -5.474 7.262

Atoms 1-6, force components in eV/Å:
O 0.041 -0.051 0.099
C -0.335 -0.090 -0.180
N -0.209 -0.356 0.263
C -0.039 0.333 -0.469
C 0.138 -0.082 0.190
C -0.352 -0.017 -0.146

=====

Entry 7:
Molecular formula: C21H34BrIN3OSSiZn
Method: DFT, ωB97M-V/def2-TZVPD

Properties
Charge = +1
E_LUMO = -3.172 eV
Spin multiplicity = 1
Highest occupied orbital energy = -0.36427 hartree
Gap between HOMO and LUMO = 6.74 eV

Atoms and positions in Å:
Zn -0.180 0.329 -1.260
C 3.119 -1.175 -2.679
C 3.134 -0.526 -1.339
C 4.371 -0.485 -0.616
C 4.359 0.142 0.623
C 3.178 0.720 1.098
C 1.958 0.635 0.335
N 2.035 0.050 -0.897
N 0.686 1.026 0.642
Si 0.030 2.001 1.934
C -1.672 2.717 1.464
C 1.290 3.362 2.308
C -0.221 0.952 3.491
H 3.635 -0.536 -3.413
H 2.077 -1.320 -2.981
H 3.623 -2.134 -2.663
H 5.276 -0.944 -1.020
H 5.261 0.190 1.238
H 3.170 1.238 2.036
H -1.992 2.401 0.485
H -1.643 3.792 1.488
H -2.432 2.407 2.192
H 1.772 3.694 1.388
H 2.040 3.056 3.022
H 0.760 4.204 2.734
H -1.021 0.238 3.321
H -0.524 1.597 4.310
H 0.684 0.400 3.802
C -0.335 3.684 -1.969
S 0.473 2.251 -2.706
C 2.197 2.807 -2.631
H -0.124 3.765 -0.904
H -1.417 3.541 -2.083
H -0.022 4.595 -2.455
H 2.276 3.817 -3.040
H 2.824 2.150 -3.225
H 2.566 2.786 -1.625
Br -5.996 0.328 -2.733
C -5.206 0.137 -1.005
C -6.085 0.173 0.059
C -5.614 -0.035 1.347
C -4.270 -0.266 1.552
C -3.359 -0.310 0.491
C -3.839 -0.074 -0.796
I -2.478 -0.067 -2.535
H -7.139 0.336 -0.150
H -6.294 -0.082 2.191
H -3.913 -0.435 2.567
H -2.313 -0.585 0.655
C -0.055 -4.103 -1.998
N 0.284 -3.909 -0.569
C 0.844 -5.079 0.131
C 0.075 -2.693 0.039
C 0.443 -2.594 1.513
O -0.431 -1.743 -0.628
H -0.696 -4.988 -2.101
H 0.867 -4.286 -2.553
H -0.595 -3.206 -2.335
H 1.144 -5.810 -0.633
H 0.105 -5.597 0.765
H 1.722 -4.801 0.721
H -0.079 -3.378 2.086
H 0.148 -1.599 1.874
H 1.517 -2.761 1.639

Atoms 1-6, force components in eV/Å:
Zn 1.930 0.059 1.972
C -0.415 0.296 -0.397
C 2.508 0.087 0.684
C -1.243 -0.217 -0.541
C -0.658 0.396 0.142
C -0.652 -0.159 -0.599

=====

Entry 8:
Molecular formula: C7H13OP
Method: DFT, ωB97M-V/def2-TZVPD

Properties
E_LUMO = -0.213 eV
Spin multiplicity = 1
Highest occupied orbital energy = -0.28127 hartree
Gap between HOMO and LUMO = 7.44 eV

Atoms and positions in Å:
C 2.482 -1.906 0.805
C 1.287 -1.377 0.053
C 0.973 -1.879 -1.309
C 0.540 -0.476 0.643
C -0.141 0.408 1.321
P -1.286 1.567 0.608
C -2.685 0.658 -0.011
C -0.510 2.541 -0.735
O -1.657 2.480 1.674
H 3.376 -1.439 0.418
H 2.427 -1.687 1.889
H 2.596 -2.978 0.690
H 1.903 -2.241 -1.769
H 0.260 -2.681 -1.281
H 0.516 -1.108 -1.957
H -0.041 0.409 2.413
H -3.631 1.125 0.396
H -2.653 -0.373 0.337
H -2.676 0.716 -1.109
H 0.067 3.375 -0.318
H -1.275 2.945 -1.420
H 0.129 1.921 -1.341

Atoms 1-6, force components in eV/Å:
C 0.734 1.188 0.248
C -0.226 0.325 0.650
C -0.450 -0.350 -0.642
C 0.419 -0.523 -0.165
C 0.536 0.004 -0.017
P 1.665 1.612 -0.106

=====

Calculated total energy per entry: -1987.77322; -1663.05799; -420.73405; -2769.90428; -303.76034; -2021.31560; -6398.71928; -691.02491 hartree